A 2-piece molecular cluster, C12H20O overall at a distorted geometry, computed with ωB97M-V/def2-TZVPD.

The geometry in ORCA input format:
```
! RIJCOSX wB97M-V def2-TZVPD def2/J DEFGRID3
* xyz 0 1
C 1.29 1.68 -0.33
C 0.49 0.61 0.42
C 1.07 0.21 1.74
C 0.26 -0.14 2.81
C 0.81 -0.79 3.90
C 2.18 -0.88 3.98
O 2.75 -1.48 5.09
C 3.06 -0.41 3.02
C 2.47 0.11 1.88
H 2.08 2.16 0.24
H 0.66 2.51 -0.68
H 1.79 1.34 -1.24
H -0.53 0.92 0.62
H 0.43 -0.26 -0.26
H -0.80 0.05 2.79
H 0.26 -1.35 4.65
H 2.12 -2.03 5.54
H 4.12 -0.52 3.22
H 3.10 0.32 1.03
C -1.28 0.94 -3.39
C -1.77 -0.18 -2.44
C -3.08 0.15 -1.73
C -1.77 -1.47 -3.25
H -1.35 1.95 -3.00
H -1.67 0.83 -4.40
H -0.23 0.89 -3.70
H -1.05 -0.23 -1.63
H -3.99 -0.03 -2.32
H -3.07 -0.58 -0.91
H -3.14 1.13 -1.25
H -0.92 -1.45 -3.94
H -1.61 -2.38 -2.66
H -2.69 -1.61 -3.81
*
```

The SMILES is CCc1ccc(O)cc1.CC(C)C. The calculation puts the energy relative to the best compared isomer or geometry (same formula, charge and spin) at 21.0 kcal/mol. For the orbital gap, the calculation gives 9.131 eV.


A 2-piece molecular cluster, C12H21BBrF3N4O4 overall at a distorted geometry, computed with ωB97M-V/def2-TZVPD.

The geometry in ORCA input format:
```
! RIJCOSX wB97M-V def2-TZVPD def2/J DEFGRID3
* xyz 0 1
N 1.44 3.14 -4.42
C 2.03 2.36 -3.53
O 2.69 1.67 -2.38
C 1.84 1.98 -1.22
C 2.37 3.00 -0.05
O 3.34 3.94 -0.06
N 1.43 2.60 1.11
C 1.40 1.08 1.18
C 0.52 0.34 2.34
C -0.85 1.12 2.78
C -0.62 2.51 3.63
F -1.64 2.52 4.73
F 0.77 2.68 4.13
F -1.04 3.64 2.71
B 2.96 0.78 1.72
N 3.76 -0.47 1.37
O 3.63 1.76 2.64
C 1.08 0.72 -0.42
Br -0.86 1.12 -0.93
C 1.58 -0.72 -1.02
C 0.68 -1.30 -2.27
N -0.48 -2.16 -1.74
H 0.95 2.60 -1.70
H 0.55 3.06 0.78
H 1.21 0.28 3.31
H 0.35 -0.79 2.02
H -1.60 1.35 1.91
H -1.43 0.38 3.52
H 3.50 -1.25 2.03
H 4.81 -0.28 1.42
H 3.07 1.74 3.49
H 2.75 -0.70 -1.27
H 1.48 -1.51 -0.13
H 1.38 -2.07 -2.86
H 0.35 -0.50 -3.06
H -0.59 -1.97 -0.71
H -1.36 -1.98 -2.27
C -5.20 -4.09 -1.75
C -4.09 -3.07 -1.55
O -3.65 -2.58 -2.81
H -4.85 -4.92 -2.37
H -5.54 -4.48 -0.79
H -6.05 -3.63 -2.27
H -3.23 -3.53 -1.05
H -4.43 -2.23 -0.94
H -4.42 -2.16 -3.24
*
```

The SMILES is N#CO[C@@H]1C(=O)N[C@](CCC(F)(F)F)(B(N)O)[C@]1(Br)CCN.CCO. For the orbital gap, the calculation gives 8.517 eV.


A 3-piece molecular cluster, C12H21BN4O5P overall at a distorted geometry, computed with ωB97M-V/def2-TZVPD.

The geometry in ORCA input format:
```
! RIJCOSX wB97M-V def2-TZVPD def2/J DEFGRID3
* xyz -1 1
C 3.01 -1.25 2.59
N 2.09 -0.71 1.51
C 2.16 -1.50 0.23
B 0.68 -0.48 2.00
O 0.26 -0.58 3.44
N -0.38 -0.08 0.98
C -1.43 -1.15 0.76
C -2.85 -0.56 1.32
O -3.60 -1.08 2.30
O -3.42 0.65 0.65
P -0.97 -2.89 1.40
O -1.82 -4.04 0.36
O -1.49 -3.18 3.03
H 3.99 -1.66 2.04
H 3.39 -0.30 3.20
H 2.54 -2.08 3.27
H 3.30 -1.66 -0.08
H 1.66 -0.86 -0.62
H 1.67 -2.56 0.27
H 0.51 -1.48 3.82
H -0.78 0.83 1.28
H -1.55 -1.25 -0.42
H -1.38 -4.95 0.47
H -1.67 -2.34 3.54
N 5.25 -1.54 -2.31
C 6.31 -0.73 -2.64
C 5.85 0.25 -3.49
C 4.47 0.03 -3.68
C 4.12 -1.08 -2.94
H 5.30 -2.34 -1.71
H 7.30 -0.92 -2.24
H 6.45 1.04 -3.93
H 3.80 0.62 -4.29
H 3.17 -1.58 -2.81
N -5.80 3.81 0.35
C -4.90 3.22 -0.51
C -4.95 3.90 -1.70
C -5.91 4.93 -1.56
C -6.41 4.85 -0.29
H -5.98 3.51 1.30
H -4.30 2.38 -0.19
H -4.36 3.68 -2.58
H -6.20 5.66 -2.31
H -7.16 5.45 0.22
*
```

For the orbital gap, the calculation gives 6.923 eV.


A 2-piece molecular cluster, C12H21Br2N2O overall at a distorted geometry, computed with ωB97M-V/def2-TZVPD.

The geometry in ORCA input format:
```
! RIJCOSX wB97M-V def2-TZVPD def2/J DEFGRID3
* xyz 1 1
C 2.70 -1.67 1.52
C 1.10 -1.88 1.27
C 0.53 -1.01 0.03
C -0.60 0.07 0.42
C -0.42 1.32 -0.62
C -2.11 -0.48 0.34
O -2.59 -0.51 -1.03
C -2.37 -1.80 -1.61
N -1.95 -2.93 -1.79
C -2.98 0.69 1.03
C -3.65 0.05 2.34
C -3.34 -1.52 2.18
N -2.51 -1.68 1.13
H 2.94 -1.23 2.55
H 3.22 -2.69 1.44
H 3.19 -1.01 0.70
H 0.49 -1.76 2.23
H 1.00 -2.99 0.95
H 0.25 -1.72 -0.82
H 1.43 -0.39 -0.37
H -0.32 0.49 1.46
H 0.10 0.85 -1.55
H -1.42 1.78 -0.94
H 0.31 2.11 -0.21
H -2.45 1.70 1.23
H -3.78 1.03 0.27
H -2.96 0.37 3.21
H -4.70 0.35 2.65
H -3.77 -2.32 2.87
H -2.27 -2.68 0.99
Br 3.30 3.11 -0.61
C 3.90 2.91 -2.45
C 2.89 2.14 -3.27
Br 2.98 0.23 -2.88
H 4.88 2.44 -2.42
H 4.01 3.93 -2.83
H 3.12 2.23 -4.33
H 1.86 2.46 -3.10
*
```

For the orbital gap, the calculation gives 7.166 eV.


C12H21FeO12 as an isolated structure at a distorted geometry, computed with ωB97M-V/def2-TZVPD.

The geometry in ORCA input format:
```
! RIJCOSX wB97M-V def2-TZVPD def2/J DEFGRID3
* xyz 0 6
Fe -0.22 0.86 -0.76
C 0.94 -1.79 -3.54
C 0.53 -0.84 -2.47
O -0.65 -0.39 -2.38
O 1.35 -0.40 -1.60
H 1.42 -1.30 -4.38
H 0.07 -2.32 -3.93
H 1.62 -2.54 -3.12
C -3.65 2.21 0.78
C -2.39 1.64 0.21
O -1.32 1.56 0.89
O -2.34 1.26 -0.98
H -4.47 1.52 0.61
H -3.83 3.15 0.28
H -3.49 2.42 1.84
C 2.01 3.75 -2.27
C 1.08 2.85 -1.55
O 0.05 2.37 -2.15
O 1.20 2.50 -0.34
H 1.94 3.60 -3.34
H 3.03 3.60 -1.94
H 1.71 4.78 -2.06
C 0.16 0.38 3.42
O 1.53 0.03 3.26
C 1.94 -0.09 2.00
O 1.31 0.23 1.02
O 3.17 -0.60 1.99
C 3.75 -0.68 0.69
H -0.09 1.30 2.89
H 0.01 0.56 4.48
H -0.48 -0.44 3.10
H 3.09 -1.16 -0.04
H 4.67 -1.25 0.78
H 3.99 0.31 0.30
C -3.52 -1.36 1.27
O -2.67 -2.49 1.19
C -1.46 -2.25 0.70
O -1.06 -1.18 0.31
O -0.77 -3.38 0.72
C 0.54 -3.31 0.16
H -4.54 -1.71 1.40
H -3.48 -0.77 0.35
H -3.27 -0.70 2.10
H 0.94 -2.30 0.18
H 0.51 -3.71 -0.85
H 1.17 -3.95 0.78
*
```

The calculation puts the energy relative to the best compared isomer or geometry (same formula, charge and spin) at 0.0 kcal/mol. For the orbital gap (spin up / spin down), the calculation gives 10.515 / 9.147 eV.


A 2-piece molecular cluster, C12H21N overall at a distorted geometry, computed with ωB97M-V/def2-TZVPD.

The geometry in ORCA input format:
```
! RIJCOSX wB97M-V def2-TZVPD def2/J DEFGRID3
* xyz 0 1
C -0.95 0.29 -3.25
C -1.08 -0.16 -1.80
C 0.22 -0.75 -1.23
C 0.78 0.00 -0.02
C 1.20 1.44 -0.33
C 2.31 1.58 -1.37
C 1.87 -0.83 0.74
C 0.91 -0.81 1.90
C -0.03 -0.10 1.27
C -1.23 0.67 1.69
C -1.57 0.45 3.16
H -0.19 1.07 -3.34
H -1.89 0.70 -3.61
H -0.67 -0.54 -3.89
H -1.88 -0.91 -1.74
H -1.41 0.69 -1.19
H 0.98 -0.77 -2.01
H 0.05 -1.78 -0.93
H 0.32 1.99 -0.68
H 1.52 1.91 0.60
H 3.21 1.06 -1.05
H 2.55 2.63 -1.50
H 2.00 1.19 -2.33
H 2.79 -0.28 0.93
H 2.11 -1.80 0.31
H 0.99 -1.23 2.89
H -1.01 1.73 1.52
H -2.09 0.41 1.07
H -1.79 -0.60 3.33
H -2.44 1.04 3.44
H -0.74 0.74 3.79
C -1.63 -3.04 1.22
N -1.67 -1.90 1.17
H -1.55 -4.09 1.26
*
```

The SMILES is CCC[C@]1(CC)CC=C1CC.C#N. The calculation puts the energy relative to the best compared isomer or geometry (same formula, charge and spin) at 10.5 kcal/mol. For the orbital gap, the calculation gives 9.225 eV.


An isolated ion of composition C12H21N2O and charge +1 at a distorted geometry, computed with ωB97M-V/def2-TZVPD.

The geometry in ORCA input format:
```
! RIJCOSX wB97M-V def2-TZVPD def2/J DEFGRID3
* xyz 1 1
C -0.76 -0.60 -1.73
C -1.40 -0.73 -0.39
C 0.25 0.20 -2.16
C 0.34 2.15 -1.11
C -2.47 -1.78 -0.36
C 0.66 0.40 -3.55
C -1.48 1.26 2.61
C -1.18 -1.31 2.72
C 2.55 1.92 0.39
C 3.04 -0.12 -1.09
C -1.75 -0.11 1.81
C 2.03 0.59 -0.17
N -1.01 -0.02 0.60
N 0.96 1.10 -1.08
O -0.41 2.99 -1.10
H -1.15 -1.19 -2.47
H -2.61 -2.29 0.61
H -2.28 -2.48 -1.19
H -3.46 -1.28 -0.43
H -0.20 0.29 -4.16
H 1.31 -0.49 -3.91
H 1.32 1.31 -3.73
H -1.98 2.11 2.11
H -1.91 1.03 3.48
H -0.45 1.44 2.66
H -1.67 -2.24 2.57
H -1.37 -0.95 3.69
H -0.16 -1.29 2.57
H 3.06 1.85 1.29
H 3.16 2.50 -0.30
H 1.65 2.64 0.50
H 2.81 -1.08 -1.44
H 3.98 -0.23 -0.47
H 3.37 0.52 -1.95
H -2.82 -0.38 1.67
H 1.65 -0.09 0.65
*
```

The calculation puts the energy relative to the best compared isomer or geometry (same formula, charge and spin) at 93.4 kcal/mol. For the orbital gap, the calculation gives 8.659 eV.


An isolated molecule of C12H21N5O3 at a distorted geometry, computed with ωB97M-V/def2-TZVPD.

The geometry in ORCA input format:
```
! RIJCOSX wB97M-V def2-TZVPD def2/J DEFGRID3
* xyz 0 1
N -4.09 2.96 -0.03
C -3.70 1.86 -0.90
C -4.20 0.56 -0.52
C -3.42 -0.16 0.56
C -1.84 0.03 0.59
C -1.15 -1.31 0.80
N 0.38 -1.28 1.11
C 1.19 -1.11 -0.01
O 0.76 -0.42 -0.98
C 2.56 -1.65 0.07
N 3.26 -2.04 -1.25
C 3.37 -0.70 0.96
C 3.52 0.59 0.28
C 2.90 1.80 0.51
N 3.50 2.64 -0.34
C 4.66 2.07 -0.83
N 4.69 0.81 -0.44
C -1.34 -2.24 -0.38
O -2.15 -1.93 -1.32
O -0.41 -3.25 -0.34
H -5.02 2.78 0.29
H -3.54 2.86 0.94
H -3.97 2.28 -1.87
H -2.59 1.83 -1.10
H -4.22 -0.07 -1.42
H -5.23 0.74 -0.12
H -3.90 0.07 1.56
H -3.74 -1.28 0.59
H -1.47 0.60 1.43
H -1.53 0.32 -0.44
H -1.48 -1.78 1.82
H 0.68 -2.26 1.31
H 2.51 -2.55 0.72
H 3.91 -2.76 -0.96
H 3.65 -1.20 -1.59
H 2.86 -0.64 1.95
H 4.44 -1.14 1.11
H 2.02 2.14 1.07
H 3.12 3.60 -0.42
H 5.41 2.77 -1.16
H -0.40 -3.59 -1.28
*
```

The SMILES is NCCCC[C@H](NC(=O)[C@@H](N)Cc1c[nH]cn1)C(=O)O. The calculation puts the energy relative to the best compared isomer or geometry (same formula, charge and spin) at 90.0 kcal/mol. For the orbital gap, the calculation gives 9.169 eV.